1.
{"formula": "C4H8NO2", "method": "ωB97M-V with the def2-TZVPD basis set", "elements": ["C", "C", "C", "C", "N", "O", "O", "H", "H", "H", "H", "H", "H", "H", "H"], "positions_angstrom": [[-0.993, 0.846, -0.290], [-1.282, 0.090, -1.378], [0.281, -1.306, -0.419], [1.154, 1.051, 0.740], [-0.103, 0.311, 0.694], [-0.799, -1.201, -1.183], [0.441, -2.248, 0.434], [-1.574, 1.698, -0.246], [-1.893, 0.430, -2.177], [1.210, -0.754, -0.722], [1.850, 0.667, 1.461], [1.601, 0.975, -0.206], [0.964, 2.053, 1.049], [-0.447, 0.050, 1.617], [-0.411, -2.662, 0.626]], "atomic_forces_ev_per_a": [[-0.7, -1.9, -1.7], [1.9, 0.8, 4.0], [0.7, 3.6, 0.3], [-0.3, 0.0, 1.3], [-0.1, -0.7, -1.2], [0.1, -1.7, -1.0], [-0.2, -1.1, -0.4], [-0.4, 2.2, 0.8], [-0.3, -0.7, -0.8], [-0.8, -1.3, -0.2], [0.1, -0.7, 0.5], [0.7, 0.5, -1.3], [0.0, 0.9, -0.2], [-0.4, 0.4, -0.2], [-0.2, -0.5, 0.1]], "homo_energy_ev": -14.664, "charge": 1, "gap_ev": 11.1, "energy_ev": -9853.540, "relative_energy_kcal_mol": 64.4, "spin_multiplicity": 1}

2.
{"formula": "C4H8NO2", "method": "ωB97M-V with the def2-TZVPD basis set", "elements": ["C", "C", "C", "C", "N", "O", "O", "H", "H", "H", "H", "H", "H", "H", "H"], "positions_angstrom": [[-0.636, -0.530, 1.506], [-0.476, 1.988, 1.033], [-0.439, 0.479, 0.643], [1.017, -0.176, -1.528], [-0.167, 0.407, -0.794], [-0.479, 2.764, 0.074], [-0.880, -1.771, 1.147], [-0.899, -0.300, 2.532], [-0.743, 2.338, 2.059], [1.051, -1.302, -1.564], [0.695, 0.321, -2.470], [1.756, 0.447, -1.043], [-0.856, -0.235, -1.249], [-0.200, 1.482, -1.001], [-0.874, -2.395, 1.886]], "atomic_forces_ev_per_a": [[-1.3, 0.7, 0.2], [-1.3, -0.8, -1.8], [1.5, 1.7, 0.8], [-0.5, 1.6, 0.1], [-2.4, -1.4, 0.2], [0.6, -0.9, 1.5], [0.7, -0.7, -0.7], [0.5, 0.3, 0.2], [0.6, -0.4, -0.5], [0.2, 1.5, 0.4], [1.4, -1.1, -0.2], [1.5, -1.0, -0.6], [-0.6, 1.7, 0.6], [-0.6, -1.2, -0.2], [-0.1, 0.1, 0.0]], "smiles": "C[NH2+]/C(C=O)=C\\O", "homo_energy_ev": -14.494, "charge": 1, "gap_ev": 10.3, "energy_ev": -9853.871, "relative_energy_kcal_mol": 56.7, "spin_multiplicity": 1}

3.
{"formula": "C4H8NO2", "method": "ωB97M-V with the def2-TZVPD basis set", "elements": ["C", "C", "C", "N", "H", "H", "H", "H", "H", "H", "O", "C", "O", "H", "H"], "positions_angstrom": [[-1.321, 0.940, -0.213], [-0.718, 0.646, -1.353], [-1.776, 0.124, 1.985], [-0.973, 0.283, 1.012], [-2.206, 1.553, -0.123], [0.079, -0.078, -1.472], [-1.068, 1.088, -2.276], [-1.478, -0.431, 2.865], [-2.778, 0.534, 1.944], [-0.027, -0.087, 1.075], [2.569, -2.296, 0.032], [2.335, -1.242, -0.441], [2.975, -0.711, -1.494], [1.548, -0.574, -0.052], [2.839, 0.249, -1.488]], "atomic_forces_ev_per_a": [[-0.2, -0.3, -0.2], [-0.1, 0.0, -0.1], [0.0, -0.1, 0.3], [-0.1, 0.1, -0.2], [0.1, 0.2, 0.0], [0.0, 0.1, 0.2], [-0.1, 0.2, 0.1], [0.2, 0.0, 0.0], [0.0, 0.0, -0.2], [-0.1, -0.2, 0.1], [-0.1, -0.5, 0.0], [0.4, 0.3, -0.1], [0.0, 0.2, 0.2], [0.0, 0.2, 0.1], [0.1, -0.2, -0.3]], "homo_energy_ev": -14.374, "charge": 1, "gap_ev": 8.6, "energy_ev": -9854.001, "relative_energy_kcal_mol": 53.7, "spin_multiplicity": 1}

4.
{"formula": "C4H8NO2Si", "method": "ωB97M-V with the def2-TZVPD basis set", "elements": ["C", "C", "C", "C", "N", "O", "O", "Si", "H", "H", "H", "H", "H", "H", "H", "H"], "positions_angstrom": [[-1.599, 1.671, -0.477], [0.603, -1.470, 0.303], [0.238, -0.432, 1.336], [0.345, -1.004, -1.088], [1.052, 0.752, 0.907], [-1.620, 2.872, -0.784], [-2.586, 1.017, -0.096], [0.207, 0.908, -0.886], [1.741, -1.647, 0.242], [0.052, -2.365, 0.465], [-0.870, -0.247, 1.394], [0.457, -0.660, 2.389], [1.136, -1.265, -1.819], [-0.653, -1.401, -1.474], [0.878, 1.483, 1.599], [0.619, 1.790, -2.013]], "atomic_forces_ev_per_a": [[-0.2, -0.5, -0.9], [2.1, -0.8, 0.3], [0.1, 1.1, 0.3], [-1.6, 1.2, -2.1], [-1.3, 0.1, -1.5], [0.8, 1.2, -0.1], [0.2, -1.1, 0.5], [-1.2, 0.0, 2.8], [-1.6, -0.1, 1.1], [-0.1, -1.2, 0.4], [0.7, -0.1, -0.7], [0.5, -0.4, -0.3], [-0.4, -0.1, 0.4], [1.2, 0.6, 0.3], [0.0, 0.2, -0.8], [0.8, -0.2, 0.3]], "smiles": "O=C([O-])[Si@@H]1CCCN1", "homo_energy_ev": -3.347, "charge": -1, "gap_ev": 7.2, "energy_ev": -17741.358, "relative_energy_kcal_mol": 10.9, "spin_multiplicity": 1}

5.
{"formula": "C4H8NO3", "method": "ωB97M-V with the def2-TZVPD basis set", "elements": ["C", "C", "O", "N", "H", "H", "H", "H", "H", "C", "C", "O", "O", "H", "H", "H"], "positions_angstrom": [[-0.166, 2.920, 1.312], [0.972, 2.206, 0.558], [2.034, 2.741, 0.293], [0.578, 1.008, 0.054], [1.154, 0.335, -0.412], [-0.140, 0.543, 0.623], [-0.510, 3.652, 0.596], [0.038, 3.337, 2.304], [-1.016, 2.288, 1.423], [-2.056, -1.578, -1.001], [-0.598, -2.412, -0.529], [0.357, -1.659, -0.769], [-0.695, -3.489, 0.066], [-2.732, -1.628, -0.147], [-2.419, -2.064, -1.912], [-1.619, -0.654, -1.309]], "atomic_forces_ev_per_a": [[0.4, -0.1, -0.2], [-0.1, -0.2, -0.3], [0.0, 0.2, 0.2], [-1.2, 0.0, 1.6], [0.5, -0.2, -0.3], [0.4, 0.2, -0.9], [0.1, 0.7, 0.1], [0.5, 0.1, -0.5], [-0.6, -0.8, 0.2], [2.2, -2.4, 0.2], [-2.4, 1.5, 0.1], [1.1, -0.2, -0.1], [0.0, 0.0, -0.4], [-0.2, 0.3, -0.3], [-0.4, -0.1, 0.3], [-0.3, 1.0, 0.2]], "homo_energy_ev": -3.998, "charge": -1, "gap_ev": 7.5, "energy_ev": -11912.162, "relative_energy_kcal_mol": 26.1, "spin_multiplicity": 1}

6.
{"formula": "C4H8NO3", "method": "ωB97M-V with the def2-TZVPD basis set", "elements": ["C", "C", "O", "N", "H", "H", "H", "H", "H", "C", "C", "O", "O", "H", "H", "H"], "positions_angstrom": [[-1.161, 0.065, 1.913], [0.110, -0.698, 1.770], [0.155, -1.827, 2.257], [1.130, -0.222, 1.043], [1.721, -0.880, 0.565], [1.230, 0.736, 0.769], [-1.110, 1.132, 1.659], [-1.776, -0.171, 2.771], [-1.717, -0.187, 1.005], [-0.225, 1.875, -1.442], [-0.037, 0.413, -1.840], [-0.505, -0.441, -1.038], [0.619, 0.125, -2.868], [-0.288, 2.509, -2.326], [0.687, 2.165, -0.914], [-1.135, 1.883, -0.849]], "atomic_forces_ev_per_a": [[-0.5, 1.3, -1.5], [-0.4, -1.3, 0.7], [0.1, 0.1, -0.2], [1.0, 0.7, 0.5], [-0.1, -0.1, 0.2], [-0.6, -0.1, -0.3], [0.4, 0.1, 0.8], [0.3, 0.0, 0.3], [0.0, -0.7, 0.0], [0.0, -0.3, -0.6], [0.4, -1.8, -0.3], [-0.6, 0.6, -0.2], [0.0, 0.8, -0.1], [-0.1, 0.1, 0.0], [-0.2, 0.2, 0.3], [0.1, 0.6, 0.3]], "homo_energy_ev": -4.058, "charge": -1, "gap_ev": 7.9, "energy_ev": -11912.153, "relative_energy_kcal_mol": 26.3, "spin_multiplicity": 1}

7.
{"formula": "C4H8NO3", "method": "ωB97M-V with the def2-TZVPD basis set", "elements": ["C", "C", "O", "N", "H", "H", "H", "H", "H", "C", "C", "O", "O", "H", "H", "H"], "positions_angstrom": [[-1.287, -0.633, 1.068], [-2.280, 0.310, 0.397], [-3.484, 0.135, 0.273], [-1.783, 1.398, -0.230], [-2.462, 1.899, -0.564], [-0.854, 1.284, -0.846], [-1.435, -0.729, 2.048], [-0.300, -0.360, 1.000], [-1.210, -1.550, 0.432], [2.417, -0.800, -0.607], [1.716, 0.545, -0.476], [0.797, 0.549, -1.276], [2.304, 1.531, 0.184], [3.506, -0.642, -0.253], [2.372, -1.405, -1.396], [1.984, -1.533, 0.246]], "atomic_forces_ev_per_a": [[-0.9, -0.6, -4.6], [0.4, 0.2, -1.3], [-0.7, -1.0, 1.4], [7.6, -3.2, 0.9], [-4.6, 3.5, -2.8], [-1.7, 0.3, 2.0], [-1.3, -1.1, 3.8], [2.3, 1.7, -0.4], [-0.9, 0.2, 1.0], [2.4, 0.2, 7.9], [4.2, 2.1, 0.5], [-3.5, 1.4, -1.0], [-2.3, -3.2, -1.5], [-1.4, -0.5, -0.7], [-0.5, -1.5, -3.8], [0.8, 1.6, -1.4]], "homo_energy_ev": -4.667, "charge": -1, "gap_ev": 8.6, "energy_ev": -11910.930, "relative_energy_kcal_mol": 54.5, "spin_multiplicity": 1}

8.
{"formula": "C4H8NO3", "method": "ωB97M-V with the def2-TZVPD basis set", "elements": ["O", "C", "O", "C", "C", "C", "O", "N", "H", "H", "H", "H", "H", "H", "H", "H"], "positions_angstrom": [[1.780, 1.925, 0.322], [1.277, 0.863, 0.463], [1.855, -0.087, 1.307], [0.806, -0.013, -1.062], [-0.143, 0.438, 0.036], [-0.844, -0.598, 0.892], [-3.226, 0.218, -0.130], [1.464, -1.089, -1.158], [-0.877, 1.152, -0.331], [0.638, 0.603, -1.948], [-1.512, -0.130, 1.603], [-1.496, -1.117, 0.190], [2.028, -0.806, 0.663], [-0.149, -1.313, 1.323], [-3.817, 0.950, -0.335], [2.216, -0.996, -1.837]], "atomic_forces_ev_per_a": [[0.9, 1.5, -0.8], [-1.6, 0.7, 4.9], [0.6, 0.5, -1.1], [-4.1, -1.0, -3.6], [1.7, -1.2, -0.3], [0.3, -0.7, -0.8], [0.1, 0.3, -0.1], [1.6, -0.5, 1.3], [0.4, 0.4, 0.0], [0.9, 0.7, 0.2], [0.1, 0.1, 0.1], [-0.2, 0.0, 0.2], [-0.1, -0.5, 0.5], [0.0, 0.1, 0.2], [-0.1, 0.0, -0.1], [-0.5, -0.3, -0.6]], "homo_energy_ev": -2.824, "charge": -1, "gap_ev": 6.0, "energy_ev": -11907.938, "relative_energy_kcal_mol": 123.5, "spin_multiplicity": 1}